1.
{
  "formula": "C4H9N",
  "method": "ωB97M-V with the def2-TZVPD basis set",
  "e_lumo_ev": 0.01,
  "total_energy_ha": -212.3962,
  "relative_energy_ev": 4.2163,
  "symbols": ["N", "H", "H", "H", "H", "H", "H", "C", "H", "H", "C", "H", "C", "C"],
  "xyz": [[-0.26483, 0.88850, -0.80179], [1.15028, 2.50502, 2.79861], [1.53492, 2.08382, 1.15937], [1.83808, 0.84264, 2.37778], [-1.11183, -1.61296, 0.70698], [0.59850, -2.02879, -1.73211], [-0.89187, -1.51869, -2.78292], [-0.73892, -0.36399, -1.07528], [-1.95752, -2.12557, -0.85099], [0.05178, 1.27823, 1.96029], [-0.26055, -1.37848, -1.92756], [0.33655, 1.13245, -1.62333], [-1.41083, -1.30173, -0.31681], [1.12624, 1.59956, 2.10776]]
}

***

2.
{
  "formula": "C4H9N",
  "method": "ωB97M-V with the def2-TZVPD basis set",
  "e_lumo_ev": 1.27,
  "total_energy_ha": -212.4953,
  "relative_energy_ev": 1.5204,
  "symbols": ["H", "H", "H", "C", "C", "C", "H", "H", "H", "H", "H", "H", "N", "C"],
  "xyz": [[0.00751, 0.62672, 2.00589], [-0.76866, 1.89139, 0.93702], [1.10425, 0.00866, -2.13776], [-1.07574, -1.40144, 0.51892], [1.05604, 0.80978, -1.38990], [0.51282, 0.25040, -0.09177], [-1.34452, -2.01370, -0.35421], [-0.03062, -1.75861, 0.90400], [1.07808, -0.64766, 0.35642], [2.07267, 1.18203, -1.23516], [-1.91301, -1.43741, 1.23580], [0.46046, 1.62453, -1.82149], [-0.87481, -0.04875, 0.07972], [-0.28446, 0.91407, 0.99252]]
}

***

3.
{
  "formula": "C4H9N",
  "method": "ωB97M-V with the def2-TZVPD basis set",
  "e_lumo_ev": 1.12,
  "total_energy_ha": -212.4954,
  "relative_energy_ev": 1.5171,
  "symbols": ["C", "H", "C", "C", "N", "H", "H", "H", "C", "H", "H", "H", "H", "H"],
  "xyz": [[-1.27301, 1.08076, 0.02384], [2.47243, 0.26345, -1.22757], [2.11802, 0.01689, -0.15642], [0.89057, -0.21993, 0.26706], [-1.14137, -1.39895, -0.10057], [-1.16244, -1.57711, 0.97855], [0.70562, -0.45416, 1.32029], [-0.42455, -2.07079, -0.36565], [-0.49137, -0.13276, -0.39787], [2.95172, 0.15600, 0.64899], [-0.26229, -0.16432, -1.51432], [-2.35167, 1.00551, -0.22208], [-1.13753, 1.38328, 1.17547], [-0.89412, 2.11215, -0.42971]]
}

***

4.
{
  "formula": "C4H9N",
  "method": "ωB97M-V with the def2-TZVPD basis set",
  "e_lumo_ev": 1.19,
  "total_energy_ha": -212.5271,
  "relative_energy_ev": 0.6559,
  "symbols": ["N", "H", "H", "H", "H", "C", "H", "C", "H", "H", "C", "H", "H", "C"],
  "xyz": [[-1.05646, -0.10483, 0.85325], [1.39549, -1.15813, 0.79514], [3.18251, 0.52956, -0.12845], [2.01450, 1.03130, -1.25863], [-0.20467, 0.96973, -0.72010], [2.35682, 0.13972, -0.73977], [-3.06816, -0.61019, 0.93405], [1.22317, -0.31233, 0.12971], [-2.73503, 1.08033, 0.41496], [2.70932, -0.65105, -1.39511], [0.01322, 0.22672, 0.04110], [-2.52895, -0.23324, -0.68486], [-0.89346, -0.94566, 1.38718], [-2.40831, 0.03808, 0.37154]]
}

***

5.
{
  "formula": "C4H9N",
  "method": "ωB97M-V with the def2-TZVPD basis set",
  "e_lumo_ev": 1.17,
  "total_energy_ha": -212.5244,
  "relative_energy_ev": 0.7287,
  "symbols": ["H", "H", "C", "C", "H", "H", "H", "N", "H", "H", "C", "H", "H", "C"],
  "xyz": [[1.47234, -1.03340, 1.44498], [-0.31717, -1.16107, 1.65593], [-0.63586, 2.05031, -0.85888], [0.29342, -0.06546, -0.01911], [1.28167, -2.44133, -0.29297], [-1.45916, 2.00813, -1.57160], [-1.42199, 0.89476, 0.82938], [0.52942, -2.54662, 0.40000], [0.30098, 2.17557, -1.39847], [-0.28189, -2.58879, -0.23301], [-0.62575, 0.91906, 0.06907], [-0.74573, 2.97766, -0.23956], [1.12134, 0.03364, -0.73690], [0.48837, -1.22245, 0.95114]]
}

***

6.
{
  "formula": "C4H9N",
  "method": "ωB97M-V with the def2-TZVPD basis set",
  "e_lumo_ev": 0.86,
  "total_energy_ha": -212.3077,
  "relative_energy_ev": 6.6250,
  "symbols": ["H", "C", "H", "H", "C", "H", "H", "H", "C", "H", "H", "N", "C", "H"],
  "xyz": [[-0.15422, 2.19397, -1.06271], [0.43398, 1.39250, -0.67206], [2.78486, -0.14223, 0.85296], [2.12351, -1.34046, -0.28604], [-2.04213, -0.35008, 0.25276], [-3.02374, -0.19797, -0.22721], [1.66190, 1.79124, -0.22260], [-0.99226, -0.93598, -1.40799], [1.86693, -0.58985, 0.46303], [-2.11658, -1.31404, 0.78503], [-1.95282, 0.42534, 1.02465], [-0.91295, -0.26110, -0.64807], [0.98576, 0.41456, -0.12962], [1.33775, -1.08589, 1.27789]]
}